No. 1
Below is 5 unconnected molecules or ions with the total composition C28H69BFO18P4 at a distorted geometry, with properties calculated with ωB97M-V/def2-TZVPD.

HOMO-LUMO gap = 2.55 eV
Charge = -1
Molar mass = 847.5 g mol⁻¹

Each line ends with the Löwdin charge.
CARTESIAN COORDINATES (ANGSTROEM)
O -3.0666 4.1900 3.8758  0.083
B -1.8420 4.1329 3.1561  -0.658
O -1.5032 5.2935 2.4710  0.108
C -0.9555 2.8561 3.1908  -0.188
C 0.5723 3.1860 3.2710  -0.264
C 1.1093 2.9592 4.6973  -0.308
C 1.8029 4.1603 5.2903  -0.263
F 0.9367 5.2406 5.4842  -0.087
H -2.8548 4.1631 4.8139  0.082
H -1.6281 6.0129 3.0997  0.099
H -1.2807 2.2339 4.0354  0.077
H -1.1411 2.2409 2.3007  0.070
H 0.6883 4.2401 3.0103  -0.004
H 1.8649 2.1682 4.6370  0.061
H 0.3245 2.6575 5.4105  0.090
H 2.6699 4.4441 4.6917  0.099
H 2.2039 3.8920 6.2756  0.092
O 0.7660 -0.4825 6.5109  -0.189
P 0.7981 -1.9238 6.8091  0.552
O 0.9514 -1.9886 8.4396  -0.208
C -0.0180 -1.3141 9.2423  -0.281
C -1.3145 -2.0985 9.3675  -0.079
O 2.3381 -2.2177 6.3214  -0.237
C 2.9023 -1.3918 5.2808  -0.280
C 3.7082 -0.2218 5.7913  -0.079
O 0.3960 -3.4568 6.5752  -0.219
C 1.1603 -4.5267 7.1506  -0.258
C 0.4812 -5.1138 8.3705  -0.075
H -0.2142 -0.3199 8.8348  0.109
H 0.4332 -1.1775 10.2254  0.116
H -1.6975 -2.3872 8.3860  0.074
H -2.0717 -1.5019 9.8771  0.076
H -1.1621 -3.0148 9.9387  0.065
H 2.1159 -1.0066 4.6329  0.104
H 3.5195 -2.0646 4.6823  0.113
H 3.1628 0.3093 6.5696  0.072
H 3.9119 0.4599 4.9656  0.078
H 4.6573 -0.5398 6.2306  0.069
H 2.1730 -4.2129 7.3847  0.113
H 1.2242 -5.2860 6.3702  0.121
H 0.6329 -4.4817 9.2435  0.062
H 0.9084 -6.0930 8.5932  0.076
H -0.5916 -5.2189 8.2082  0.081
O -0.9698 -1.3709 0.9910  -0.199
P 0.3683 -1.7251 0.5237  0.465
O 0.2492 -2.4316 -0.9272  -0.192
C -0.5449 -1.7936 -1.9304  -0.270
C 0.1788 -0.6308 -2.5875  -0.071
O 0.7846 -3.0109 1.4340  -0.214
C 0.1037 -3.2743 2.6591  -0.288
C -0.9356 -4.3632 2.4858  -0.072
O 1.8045 -1.0986 0.4618  -0.191
C 2.9539 -1.8723 0.0728  -0.246
C 3.3708 -1.5836 -1.3540  -0.072
H -1.4908 -1.4567 -1.5014  0.109
H -0.7799 -2.5587 -2.6715  0.113
H 0.5672 0.0665 -1.8431  0.080
H -0.4945 -0.0908 -3.2549  0.079
H 1.0273 -0.9875 -3.1731  0.047
H -0.3444 -2.3603 3.0472  0.108
H 0.8593 -3.5957 3.3797  0.110
H -1.5428 -4.1857 1.5987  0.076
H -1.5877 -4.4187 3.3589  0.073
H -0.4521 -5.3339 2.3569  0.070
H 2.7873 -2.9360 0.2210  0.111
H 3.7472 -1.5664 0.7544  0.121
H 2.7319 -2.1043 -2.0655  0.060
H 4.3923 -1.9314 -1.5154  0.077
H 3.3176 -0.5161 -1.5670  0.084
O -4.2384 6.1296 -4.5234  -0.223
P -3.6019 5.9215 -3.2190  0.429
O -2.4757 4.7785 -3.3330  -0.181
C -1.5210 4.8414 -4.3945  -0.273
C -0.4123 5.8426 -4.1195  -0.078
O -4.7126 5.1152 -2.3450  -0.208
C -6.0821 5.0792 -2.7295  -0.289
C -6.4152 3.7757 -3.4285  -0.076
O -3.0845 6.8292 -2.0621  -0.185
C -2.6694 6.2834 -0.7705  -0.218
C -1.1691 6.2179 -0.6427  -0.066
H -2.0246 5.0793 -5.3345  0.106
H -1.1046 3.8394 -4.4937  0.116
H -0.8189 6.8201 -3.8537  0.073
H 0.2233 5.9540 -4.9993  0.075
H 0.2103 5.5137 -3.2885  0.071
H -6.3294 5.9316 -3.3615  0.102
H -6.6681 5.1723 -1.8132  0.116
H -5.6709 3.5394 -4.1881  0.075
H -7.3988 3.8272 -3.8991  0.072
H -6.4197 2.9514 -2.7137  0.074
H -3.1187 5.3128 -0.5863  0.118
H -3.0713 6.9728 -0.0305  0.123
H -0.7650 5.3581 -1.1750  0.069
H -0.9007 6.1047 0.4062  0.064
H -0.6970 7.1165 -1.0449  0.081
O 2.3168 -2.9932 -5.4084  -0.207
P 1.2963 -3.1388 -6.4632  0.522
O 1.9495 -4.1127 -7.5872  -0.199
C 2.4650 -5.3844 -7.1868  -0.276
C 1.3663 -6.4143 -6.9877  -0.076
O 1.4254 -1.6605 -7.1662  -0.232
C 1.9597 -0.5350 -6.4655  -0.278
C 3.4044 -0.2886 -6.8510  -0.072
O -0.2264 -3.2612 -6.8870  -0.202
C -0.6677 -3.0255 -8.2401  -0.244
C -0.9365 -4.3214 -8.9742  -0.073
H 3.0566 -5.2774 -6.2752  0.108
H 3.1433 -5.7061 -7.9766  0.118
H 0.5875 -6.0389 -6.3205  0.075
H 1.7779 -7.3306 -6.5636  0.078
H 0.8890 -6.6626 -7.9360  0.068
H 1.8640 -0.6687 -5.3902  0.087
H 1.3464 0.3244 -6.7410  0.118
H 3.9788 -1.2139 -6.8279  0.074
H 3.8679 0.4327 -6.1768  0.077
H 3.4659 0.1042 -7.8675  0.072
H 0.0368 -2.4069 -8.7863  0.113
H -1.5941 -2.4604 -8.1436  0.124
H -0.0086 -4.7796 -9.3127  0.065
H -1.5471 -4.1217 -9.8557  0.079
H -1.4544 -5.0348 -8.3333  0.081


No. 2
Below is C4H8N2OS in the gas phase at a distorted geometry, with properties calculated with ωB97M-V/def2-TZVPD.

ΔE to the lowest compared entry with this formula, charge and spin = 153.50 kcal per mole
HOMO-LUMO gap (alpha / beta) = 8.28 / 8.28 eV
Molar mass = 132.2 g mol⁻¹

Each line ends with the Löwdin charge.
CARTESIAN COORDINATES (ANGSTROEM)
C -2.3936 -0.7083 0.6855  -0.224
C -1.4180 -1.5790 0.5392  -0.035
C -2.1424 0.6638 0.3707  -0.302
C 3.6314 -0.0813 0.7604  -0.157
N 1.2995 0.0251 0.4669  -0.371
N -0.8961 1.0034 -0.4051  -0.260
O 2.5923 -0.4760 -0.0808  -0.344
S 0.1516 -0.3859 -0.5546  1.007
H -3.3784 -0.9150 1.0624  0.105
H -1.2414 -2.6308 0.4927  0.043
H -2.9256 1.0784 -0.2325  0.097
H -2.1454 1.4734 1.1919  0.147
H 4.5370 -0.0442 0.0842  0.111
H 3.6391 -0.6088 1.6818  0.059
H 3.3322 0.9232 1.0846  0.067
H -0.1425 1.5106 0.1165  0.057


No. 3
Below is 8 unconnected molecules or ions with the total composition C24H48O24 at a distorted geometry, with properties calculated with ωB97M-V/def2-TZVPD.

ΔE to the lowest compared entry with this formula, charge and spin = 325.32 kcal per mole
HOMO-LUMO gap = 10.48 eV
SMILES = COC(=O)OC.COC(=O)OC.COC(=O)OC.COC(=O)OC.COC(=O)OC.COC(=O)OC.COC(=O)OC.COC(=O)OC
Molar mass = 720.6 g mol⁻¹

Each line ends with the Löwdin charge.
CARTESIAN COORDINATES (ANGSTROEM)
C 4.6777 -6.5102 -1.6130  -0.049
O 4.9754 -5.1427 -1.8199  -0.026
C 3.9354 -4.1964 -1.8800  -0.450
O 2.7315 -4.3846 -1.6589  0.068
O 4.3966 -2.9297 -2.1107  -0.058
C 3.5508 -1.8813 -2.3572  -0.100
H 3.5625 -6.6175 -1.7053  0.111
H 4.9709 -6.9020 -0.6773  0.074
H 5.2700 -6.9849 -2.3750  0.091
H 3.4218 -1.0403 -1.5474  0.107
H 2.6151 -2.3104 -2.9397  0.136
H 4.3819 -1.3551 -3.0429  0.137
C -1.6575 -0.3545 2.8071  0.109
O -1.1747 0.3110 4.1297  0.067
C -1.6790 -0.1162 5.1311  -0.703
O -2.6714 -0.8984 5.2136  0.039
O -1.0674 0.4570 6.2037  -0.049
C -1.7462 0.3832 7.4823  -0.051
H -1.2189 -1.3930 2.6269  0.116
H -1.2025 0.4087 2.0696  0.110
H -2.6234 -0.1351 2.8132  0.039
H -2.9083 0.4821 7.4696  0.129
H -1.0590 1.1105 8.1176  0.129
H -1.4510 -0.5804 7.8138  0.059
C -2.8546 -5.2124 -0.7486  -0.084
O -1.8442 -5.3369 0.1703  -0.010
C -1.9484 -4.8660 1.4010  -0.640
O -2.9264 -4.1678 1.6382  0.097
O -0.9901 -5.0396 2.2327  0.034
C -1.1003 -4.5137 3.5730  -0.045
H -2.8199 -4.1222 -1.0879  0.112
H -3.8133 -5.4916 -0.4288  0.076
H -2.7399 -5.7427 -1.7533  0.121
H -0.2237 -4.8891 4.1636  0.098
H -1.9656 -4.9549 4.2399  0.122
H -1.3741 -3.4227 3.9013  0.114
C 2.8874 -4.4374 1.6860  0.012
O 2.4106 -3.6638 2.8060  0.033
C 2.6893 -2.3769 2.8913  -0.622
O 3.5702 -1.8590 2.1945  0.078
O 2.1627 -1.8053 3.9267  0.033
C 2.5072 -0.4077 4.1779  -0.007
H 3.0008 -5.4135 2.0431  0.093
H 3.7407 -4.1000 1.3386  0.045
H 2.2413 -4.5610 0.9147  0.043
H 2.1882 0.2130 4.9953  0.085
H 1.9911 0.2767 3.3863  0.105
H 3.5681 -0.2394 4.1428  0.086
C -2.4360 1.2735 -1.3425  -0.079
O -1.7245 0.3208 -0.5988  -0.064
C -1.2093 -0.8860 -1.1079  -0.568
O -1.4404 -1.2239 -2.2043  0.169
O -0.5752 -1.6281 -0.2026  -0.017
C 0.1081 -2.7933 -0.6414  -0.015
H -3.0936 0.9080 -1.9885  0.003
H -1.7158 1.7670 -2.2072  0.140
H -2.9521 2.0649 -0.6852  0.129
H 0.4639 -3.6176 -0.0731  0.064
H 1.0108 -2.4909 -1.2583  0.094
H -0.7644 -3.3260 -1.1554  0.109
C -3.9934 7.0432 -1.5492  -0.052
O -3.0490 6.5394 -2.4106  0.018
C -1.9609 5.9647 -1.9678  -0.574
O -1.7599 5.7207 -0.7818  0.109
O -1.0633 5.8290 -2.9714  0.013
C 0.1149 5.1609 -2.7264  -0.033
H -4.5649 6.3394 -1.2855  0.014
H -4.5860 7.9025 -2.0055  0.132
H -3.5471 7.4453 -0.5903  0.128
H 0.7508 5.4245 -3.5914  0.127
H -0.0595 4.1012 -2.7400  0.099
H 0.4144 5.4396 -1.9128  -0.004
C 3.3949 5.1053 1.7718  -0.075
O 3.4244 3.9384 0.8957  -0.031
C 2.5995 2.9248 1.1545  -0.505
O 2.2317 2.6759 2.4107  -0.009
O 2.2907 2.1363 0.1666  0.033
C 1.6699 0.9065 0.2957  -0.004
H 4.0733 5.0667 2.8024  0.132
H 2.1824 5.2180 2.0168  0.147
H 3.7913 6.1612 1.4375  0.099
H 1.8921 0.5628 1.1289  -0.015
H 1.9572 0.1890 -0.5307  0.119
H 0.6303 1.2282 0.4082  0.115
C -4.0834 3.3364 -3.8469  -0.031
O -3.6952 3.4089 -5.2434  0.009
C -2.4441 3.0075 -5.5371  -0.615
O -1.6623 2.5648 -4.6859  0.073
O -2.1077 3.2514 -6.7401  0.045
C -0.8018 2.9538 -7.2797  0.026
H -4.1790 2.1841 -3.4556  0.148
H -4.9740 3.9717 -3.7239  0.097
H -3.4878 3.8507 -3.1480  0.043
H -0.0376 3.4655 -6.9408  0.036
H -0.5670 3.3785 -8.2779  0.122
H -0.8529 1.9491 -7.0361  0.089


No. 4
Below is C7H11NO in the gas phase at a distorted geometry, with properties calculated with ωB97M-V/def2-TZVPD.

ΔE to the lowest compared entry with this formula, charge and spin = 175.46 kcal per mole
HOMO-LUMO gap = 8.28 eV
SMILES = CN/C(=C\C=O)C1CC1
Molar mass = 125.2 g mol⁻¹

Each line ends with the Löwdin charge.
CARTESIAN COORDINATES (ANGSTROEM)
C -1.1004 2.6500 0.2922  -0.097
C -0.1167 0.0275 -0.2320  -0.259
C 1.1712 -0.4765 -0.3349  -0.068
C 2.4080 0.0763 0.1888  -0.212
C -1.3722 -0.6486 -0.5333  -0.292
C -1.4229 -1.9436 -0.0531  -0.263
C -2.4308 -1.0856 0.6688  -0.068
H -1.5903 3.4746 -0.6055  0.126
H -2.0624 2.1905 0.6882  0.048
H -0.5633 3.2540 1.1328  0.064
H 1.0033 1.7928 -0.9152  0.209
H 0.9954 -1.3860 -1.0680  0.165
H 2.6369 1.0176 0.4854  0.067
H -1.9776 -0.2331 -1.4424  0.184
H -0.6562 -2.3979 0.6168  0.130
H -1.7807 -2.8169 -0.7514  0.146
H -3.6051 -0.8162 0.4898  0.143
H -2.0226 -0.8062 1.7262  0.115
N -0.1079 1.5491 -0.4313  -0.070
O 3.4451 -0.7143 0.3354  -0.066


No. 5
Below is a molecular structure, C31H43Cl2N2O2P3Re at a distorted geometry, with properties calculated with ωB97M-V/def2-TZVPD.

2S+1 = 4
HOMO-LUMO gap (alpha / beta) = 7.67 / 6.65 eV
Charge = +2
Molar mass = 825.7 g mol⁻¹

Each line ends with the Löwdin charge.
CARTESIAN COORDINATES (ANGSTROEM)
P 1.2479 1.4976 -4.4718  1.182
C 2.9951 1.7073 -4.7329  -0.347
C 3.5456 1.1435 -5.8910  -0.084
H 2.9593 0.4985 -6.5461  0.110
C 4.8525 1.4564 -6.2266  -0.051
H 5.3066 1.0481 -7.1330  0.122
C 5.5980 2.3151 -5.4116  -0.034
H 6.6309 2.5675 -5.6595  0.122
C 5.0551 2.8387 -4.2248  -0.044
H 5.6217 3.5025 -3.5806  0.118
C 3.7456 2.5315 -3.8684  -0.064
H 3.2738 2.9135 -2.9725  0.105
C 0.6240 0.1328 -5.4375  -0.354
C 1.1949 -1.1501 -5.2631  -0.093
H 2.1043 -1.2445 -4.6746  0.101
C 0.6043 -2.2410 -5.8812  -0.059
H 1.0461 -3.2311 -5.7215  0.122
C -0.5002 -2.0705 -6.7265  -0.053
H -0.9548 -2.9454 -7.1913  0.118
C -1.0377 -0.7915 -6.9198  -0.060
H -1.8868 -0.6666 -7.6015  0.123
C -0.4929 0.3160 -6.2778  -0.074
H -0.8894 1.3085 -6.4813  0.112
C 0.2984 2.9852 -4.7739  -0.341
C 0.5658 3.5924 -6.0104  -0.082
H 1.3187 3.1921 -6.6939  0.123
C -0.1601 4.7112 -6.3867  -0.047
H 0.0043 5.1928 -7.3584  0.126
C -1.1295 5.2414 -5.5281  -0.035
H -1.7161 6.1225 -5.8033  0.123
C -1.3445 4.6701 -4.2641  -0.054
H -2.0818 5.0738 -3.5657  0.117
C -0.6260 3.5493 -3.8681  -0.084
H -0.7145 3.1023 -2.8777  0.099
Re 0.1953 0.1024 -0.4938  0.932
C -1.6950 -0.8915 -0.7491  -0.197
C -2.3102 -1.0096 -1.9561  -0.341
H -2.1811 -1.3077 0.1239  0.014
C -1.6316 -0.3182 -3.1223  -0.380
O -2.4225 0.8291 -3.5055  -0.024
H -1.9099 1.4410 -4.0668  0.071
C -0.3793 0.0834 -2.5146  -0.219
H -1.4513 -0.9823 -3.9753  0.121
C 0.7180 0.7349 -2.1084  -0.452
Cl -0.3642 -0.4585 1.8284  0.065
Cl 2.3697 0.8452 0.3768  0.111
P 1.2378 -1.9283 -0.5837  0.650
C 2.1066 -2.4192 0.9643  -0.278
H 1.3648 -2.7220 1.7124  0.031
H 2.6779 -1.5657 1.3471  0.005
H 2.7822 -3.2520 0.7381  0.057
C 0.2506 -3.4335 -0.8985  -0.228
H -0.2606 -3.3549 -1.8668  0.036
H -0.5028 -3.5408 -0.1106  0.052
H 0.9059 -4.3155 -0.9002  0.067
C 2.5809 -2.0670 -1.8192  -0.225
H 3.1357 -1.1257 -1.8769  0.039
H 2.1629 -2.3030 -2.8059  0.026
H 3.2598 -2.8714 -1.5056  0.062
P -3.8790 -1.8020 -2.3492  0.873
C -4.3932 -2.8255 -1.0130  -0.167
C -3.6285 -2.7700 -3.8232  -0.155
H -4.5453 -2.2481 -0.1026  0.077
H -3.6521 -3.5902 -0.7848  0.074
H -5.3310 -3.3350 -1.2459  0.081
H -3.2578 -2.1572 -4.6451  0.058
H -4.5610 -3.2456 -4.1402  0.080
H -2.8890 -3.5510 -3.6443  0.074
C -5.0635 -0.5259 -2.6875  -0.157
H -5.2986 0.0232 -1.7781  0.078
H -5.9897 -0.9256 -3.1085  0.078
H -4.6245 0.1937 -3.3782  0.055
H 1.6732 1.4553 -1.8694  0.073
C 0.5429 2.5449 2.8231  -0.094
N -0.6619 3.0102 2.1670  0.047
C -1.0517 2.7661 0.9164  -0.552
N -2.2055 3.3941 0.5261  0.184
O -0.4335 2.0703 0.0683  -0.198
H 1.1843 2.0194 2.1099  -0.023
H 0.3011 1.8776 3.6500  0.078
H 1.0891 3.4082 3.2270  0.099
H -1.2728 3.6241 2.6989  0.157
H -2.5319 3.2598 -0.4160  0.107
H -2.7158 4.0047 1.1437  0.115


No. 6
Below is 2 unconnected molecules or ions with the total composition C3F4I2 at a distorted geometry, with properties calculated with ωB97M-V/def2-TZVPD.

ΔE to the lowest compared entry with this formula, charge and spin = 11.76 kcal per mole
HOMO-LUMO gap (alpha / beta) = 7.94 / 7.95 eV
Molar mass = 365.8 g mol⁻¹

Each line ends with the Löwdin charge.
CARTESIAN COORDINATES (ANGSTROEM)
C 0.4208 0.1673 -0.3634  -0.096
C 0.0745 -1.1495 -0.2177  -0.349
C -0.1920 1.8109 1.2195  -1.260
F 1.4323 0.7454 -1.0366  -0.061
F 0.4458 -2.0990 -1.1226  0.092
F -0.8035 -1.4905 0.7196  0.066
F -1.4528 2.1420 1.0908  -0.128
I 0.1292 0.6919 3.0633  0.804
I 0.9863 3.3254 0.4134  0.933


What is the molar mass in the fifth record?
825.7 g mol⁻¹